1.
Formula: C13H48O13
Source: the Open Molecules 2025 dataset
Level of theory: ωB97M-V/def2-TZVPD

The energy above the lowest of the compared OMol25 structures with the same formula, charge and spin comes out at 30.6 kcal per mole. As for the orbital gap: 9.798 eV. The charge is 0. As for the HOMO energy: -9.55 eV.

Each line ends with the Mulliken charge.
Atoms and positions in Å:
O1 -3.97935 0.20812 2.74695  -0.60
C1 -2.95357 -0.39877 3.51982  -0.09
C2 -3.10435 -0.13020 5.00659  -0.56
O2 -3.04577 1.29590 5.17012  -0.51
H1 -3.92255 1.15084 2.96295  0.29
H2 -2.75390 -1.43038 3.25224  0.49
H3 -2.03580 0.16400 3.28974  0.11
H4 -2.34597 -0.56974 5.65845  0.33
H5 -4.07605 -0.46342 5.38969  0.33
H6 -3.22348 1.51623 6.08758  0.26
O3 -0.52851 0.40778 1.77806  -0.39
C3 -0.10806 0.53707 0.43406  -0.84
C4 -0.25137 -0.74870 -0.35547  2.30
O4 0.43528 -1.80761 0.26742  -0.67
H7 0.01395 -0.21166 2.27282  0.21
H8 -0.73894 1.31905 0.01484  0.15
H9 0.94462 0.84478 0.38134  0.36
H10 0.21960 -0.59362 -1.33131  -0.47
H11 -1.33603 -0.90575 -0.41743  -1.15
H12 0.50043 -2.61852 -0.24532  0.29
C5 4.16199 1.78535 -1.13584  -0.89
O5 3.16405 0.83276 -0.75879  -0.33
H13 3.69541 2.70518 -1.47002  0.33
H14 4.89530 1.91880 -0.33514  0.26
H15 4.80516 1.39976 -1.94012  0.30
H16 3.68127 0.03166 -0.55951  0.25
C6 2.58203 0.32842 3.93290  -0.34
O6 2.36603 0.45245 5.32966  -0.53
H17 3.44771 0.89676 3.59362  0.28
H18 2.89148 -0.68563 3.63864  0.31
H19 1.65376 0.51085 3.39343  0.03
H20 2.30963 -0.42890 5.70238  0.31
C7 3.70543 -2.24597 -0.52765  -0.10
O7 4.77344 -1.42553 0.01419  -0.57
H21 2.75914 -1.73977 -0.35379  -0.22
H22 3.91034 -2.34014 -1.59586  0.31
H23 3.65069 -3.24432 -0.09463  0.31
H24 5.53056 -1.55528 -0.56172  0.32
C8 -1.09111 3.56074 -3.99341  -0.55
O8 -1.40687 2.94929 -2.74687  -0.48
H25 -1.65890 4.48498 -4.07343  0.28
H26 -0.06120 3.93770 -3.89720  0.21
H27 -1.13504 2.84389 -4.81338  0.23
H28 -0.71567 2.30335 -2.56147  0.28
C9 -0.50289 -4.67332 -1.32953  -0.55
O9 0.72044 -3.98467 -1.63163  -0.50
H29 -0.84201 -5.13579 -2.26611  0.36
H30 -0.23751 -5.48853 -0.65970  0.22
H31 -1.31821 -4.02779 -0.99486  0.15
H32 0.67102 -3.61087 -2.51886  0.27
C10 -3.33996 -1.18624 -0.15867  -0.63
O10 -4.42611 -2.00999 0.26007  -0.54
H33 -2.51290 -1.11789 0.55257  0.13
H34 -2.99397 -1.62857 -1.09601  0.38
H35 -3.52817 -0.12746 -0.35349  0.28
H36 -4.11479 -2.42808 1.06658  0.37
C11 -0.49470 -0.84332 -3.95168  -0.47
O11 0.71256 -1.47401 -3.54280  -0.52
H37 -1.23685 -1.63959 -4.03656  0.27
H38 -0.88327 -0.21566 -3.14578  0.12
H39 -0.43685 -0.30986 -4.89757  0.27
H40 1.44040 -0.85518 -3.66054  0.32
C12 -2.52645 3.08896 2.29115  -0.47
O12 -3.59761 3.34767 3.18884  -0.59
H41 -2.73604 2.35236 1.51640  0.16
H42 -2.41422 4.03254 1.75424  0.36
H43 -1.60084 2.90817 2.83062  0.25
H44 -3.52168 2.76582 3.95403  0.38
C13 2.41094 1.28490 -4.20867  -0.65
O13 1.67138 0.82923 -3.10744  -0.36
H45 3.43225 1.56701 -3.94588  0.25
H46 2.40616 0.66066 -5.10631  0.30
H47 1.98580 2.22114 -4.59927  0.20
H48 2.18927 0.85656 -2.27232  0.44

=====

2.
Formula: C13H50N4O12
Source: the Open Molecules 2025 dataset
Level of theory: ωB97M-V/def2-TZVPD

The energy above the lowest of the compared OMol25 structures with the same formula, charge and spin comes out at 80.7 kcal per mole. As for the orbital gap: 9.137 eV. The charge is 0. As for the HOMO energy: -9.13 eV.

Each line ends with the Mulliken charge.
Atoms and positions in Å:
N1 3.96265 -1.44849 4.01644  -0.44
C1 3.11265 -1.28349 3.03444  0.45
N2 1.96165 -0.93349 3.42444  -0.12
O1 3.48765 -1.33649 1.72044  -0.61
H1 4.90765 -1.86649 3.79344  0.33
H2 3.75565 -1.45649 5.01244  0.13
H3 1.18365 -0.69649 2.74444  0.12
H4 1.73465 -0.91049 4.46844  0.20
N3 -5.58635 0.91451 -1.39556  -0.37
C2 -4.38435 0.45551 -1.43756  0.50
N4 -3.42135 1.08451 -0.83256  -0.14
O2 -4.13935 -0.62549 -2.34356  -0.78
H5 -6.14235 0.25251 -1.84056  0.30
H6 -5.95635 1.65651 -0.81356  0.20
H7 -2.45135 0.71251 -0.86156  0.02
H8 -3.62735 1.74551 -0.07456  0.22
C3 1.35565 0.34051 -0.38156  0.64
C4 0.34365 0.51451 -1.46256  -1.00
O3 -0.95835 0.14451 -1.00256  0.56
H9 1.01465 -0.43749 0.29244  -0.57
H10 1.39765 1.26851 0.17444  -0.73
H11 2.40065 0.16651 -0.73356  0.58
H12 0.51765 -0.10549 -2.32856  0.40
H13 0.36865 1.46851 -1.88256  0.70
H14 -0.98935 -0.84949 -0.88756  -0.41
C5 -1.88235 0.14151 2.13044  -0.42
O4 -0.69235 -0.57249 2.15944  -0.55
H15 -2.66335 -0.62949 2.14744  0.40
H16 -1.83835 0.76851 1.26544  -0.14
H17 -2.12835 0.87051 2.85244  0.50
H18 -0.83735 -1.31949 1.56244  -0.15
C6 1.78265 -3.06349 -1.25256  0.52
O5 0.96965 -4.24949 -1.10256  -0.58
H19 1.52365 -2.33949 -0.55256  -0.67
H20 1.46565 -2.65249 -2.26356  0.30
H21 2.93365 -3.24249 -1.21356  0.23
H22 0.69765 -4.15049 -0.19856  0.27
C7 3.00965 4.10851 0.10444  -0.31
O6 3.28165 5.34751 0.75644  -0.55
H23 2.34665 4.35351 -0.77456  0.31
H24 2.40365 3.40851 0.69244  -0.10
H25 3.98965 3.83251 -0.37156  0.35
H26 3.47765 5.16651 1.65044  0.30
C8 1.20965 -3.61649 1.93744  -0.84
O7 0.45965 -4.72649 1.53144  -0.60
H27 2.18465 -3.49949 1.47544  0.36
H28 1.34865 -3.48849 2.93744  0.67
H29 0.60765 -2.74249 1.74244  0.24
H30 -0.41135 -4.77249 2.03344  0.34
C9 -2.51735 -2.58549 -0.02756  -0.33
O8 -1.25935 -2.47749 -0.56256  -0.29
H31 -2.31235 -3.27249 0.87744  0.12
H32 -3.25535 -2.92949 -0.70356  0.30
H33 -2.69135 -1.58749 0.31244  -0.16
H34 -0.95535 -3.30149 -0.94656  0.31
C10 -2.54035 -1.43049 -4.82056  -0.71
O9 -1.87035 -1.47749 -3.55456  -0.28
H35 -2.75635 -0.43249 -5.15956  0.18
H36 -3.49635 -1.92749 -4.63956  0.30
H37 -1.96635 -2.04149 -5.51656  0.24
H38 -2.49035 -1.12049 -2.92356  0.21
C11 -1.98635 2.18151 -3.79756  -0.54
O10 -2.21735 2.69451 -2.52056  -0.62
H39 -2.81835 1.59251 -4.15156  0.14
H40 -1.05635 1.57951 -3.77056  0.18
H41 -1.92335 3.03951 -4.47056  0.34
H42 -2.52635 1.97351 -1.97256  0.40
C12 -0.70635 3.42951 1.09144  -0.65
O11 -1.61735 4.14651 1.88944  -0.61
H43 -0.01635 4.11051 0.65744  0.53
H44 -1.25935 3.00251 0.29044  0.10
H45 -0.17635 2.80651 1.72744  0.31
H46 -1.15235 4.37351 2.73344  0.34
C13 4.77265 1.50351 1.46344  0.05
O12 4.90165 1.14751 2.77744  -0.62
H47 5.38865 2.40251 1.21444  0.30
H48 3.77765 1.74351 1.09544  -0.29
H49 5.28165 0.77051 0.75644  0.25
H50 4.35865 0.37951 2.99844  0.46

=====

3.
Formula: C13H50O13
Source: the Open Molecules 2025 dataset
Level of theory: ωB97M-V/def2-TZVPD

The energy above the lowest of the compared OMol25 structures with the same formula, charge and spin comes out at 240.3 kcal per mole. As for the orbital gap: 7.918 eV. The charge is 0. As for the HOMO energy: -8.31 eV.

Each line ends with the Mulliken charge.
Atoms and positions in Å:
C1 -3.49331 1.93298 2.71139  -0.52
C2 -4.46089 0.81584 2.21864  -0.80
C3 -3.65290 0.16025 1.07086  -0.67
O1 -2.61795 1.07556 0.73410  0.01
C4 -2.86716 2.29875 1.41620  -0.41
H1 -2.74142 1.57965 3.41703  -0.04
H2 -3.97760 2.71664 3.29402  0.51
H3 -5.33771 1.36956 1.88298  0.34
H4 -4.74291 0.10070 2.99138  0.37
H5 -4.32470 0.02779 0.22278  0.39
H6 -3.30219 -0.86350 1.20137  0.44
H7 -3.43516 3.06723 0.89188  0.41
H8 -1.87059 2.72185 1.54245  0.21
O2 -1.72306 -2.65325 -2.15450  -0.66
H9 -2.03538 -1.84485 -2.56093  0.32
H10 -2.11695 -2.65098 -1.28211  0.31
O3 0.88404 -1.71076 2.27356  -0.68
H11 0.97820 -2.05525 3.16164  0.37
H12 0.10091 -1.16163 2.31094  0.35
O4 1.39151 -3.16908 0.64154  -0.43
H13 2.09031 -3.57206 1.15682  0.26
H14 1.05523 -2.46814 1.19995  0.54
O5 0.77821 2.10963 -2.89670  -0.68
H15 1.13276 2.96319 -2.64777  0.30
H16 0.05148 2.31400 -3.48520  0.27
O6 -0.95761 -0.31629 2.17913  0.39
H17 -1.70946 -0.87135 2.38617  0.33
H18 -1.25123 0.22078 1.44320  -1.14
O7 2.57616 0.62848 0.51181  -0.73
H19 3.18579 1.27616 0.15810  0.33
H20 1.81730 0.67028 -0.07010  -0.06
O8 -1.28401 3.69163 -1.74232  -0.68
H21 -1.06717 3.53435 -2.66127  0.27
H22 -0.71853 3.09152 -1.25619  0.39
O9 0.28538 -3.79559 -1.11212  -0.83
H23 0.71354 -3.49486 -0.31057  0.59
H24 0.08942 -2.99282 -1.59522  0.40
O10 -0.17759 -0.77676 -3.51923  -0.62
H25 -0.88600 -0.59725 -4.13742  0.23
H26 0.00353 -1.71055 -3.62634  0.27
C5 2.43991 -2.90702 -2.48735  -0.79
C6 2.76651 -1.85193 -3.47108  1.14
C7 3.70195 -0.82485 -2.85199  -1.42
O11 3.38842 -2.59674 -4.51674  -0.60
H27 1.88987 -2.36960 -1.71486  0.32
H28 3.32373 -3.33377 -2.01317  0.36
H29 1.77419 -3.70650 -2.81255  0.30
H30 1.91602 -1.34416 -3.92598  -0.04
H31 3.36366 -0.32842 -1.94248  0.16
H32 3.92850 -0.09051 -3.62499  0.33
H33 4.68320 -1.27405 -2.69879  0.43
H34 2.88101 -2.54448 -5.33001  0.34
C8 1.34990 1.90584 4.64101  -1.76
C9 0.33034 1.48187 3.55412  0.64
C10 0.69705 1.81037 2.04267  0.28
O12 0.04758 0.15979 3.71036  -0.78
H35 1.13223 1.55263 5.64896  0.37
H36 1.47658 2.98660 4.70432  0.40
H37 2.36835 1.58974 4.41531  0.40
H38 -0.62613 1.96148 3.76205  -0.14
H39 0.99995 0.91463 1.50044  0.00
H40 1.51564 2.52250 1.93839  0.32
H41 -0.23530 2.18408 1.61939  -0.30
H42 -0.73303 -0.11692 3.22488  0.69
C11 0.29940 -1.08836 -0.45589  -2.57
C12 0.13336 0.27253 -1.23377  1.69
C13 -0.94938 1.14764 -0.59100  -0.11
O13 1.26125 0.97647 -1.16284  -0.68
H43 1.19486 -1.64256 -0.73713  1.29
H44 -0.54219 -1.77365 -0.55694  0.20
H45 0.04505 -1.03739 0.60279  0.74
H46 -0.15101 0.05426 -2.26313  0.12
H47 -1.96494 0.75368 -0.55190  0.26
H48 -0.97302 2.19484 -0.89250  -0.37
H49 -0.67349 1.25646 0.45787  -1.48
H50 1.55786 1.44340 -1.94743  0.60